{
  "formula": "C5H8N2O5PS2",
  "method": "ωB97M-V/def2-TZVPD",
  "energy_ha": -1818.8462,
  "lumo_energy_ha": [0.1041, 0.1042],
  "charge": -1,
  "symbols": ["C", "C", "C", "C", "C", "N", "N", "O", "O", "O", "O", "O", "P", "S", "S", "H", "H", "H", "H", "H", "H", "H", "H"],
  "coordinates": [[2.869045, 1.560134, -0.669548], [1.503200, 1.420849, -0.408227], [2.315014, -0.756330, 0.103650], [-0.054314, -0.313339, 0.198861], [-0.604747, -1.524625, -0.427115], [1.243229, 0.050290, -0.027167], [-1.401265, -1.131591, -1.644545], [-0.544403, 1.982023, 1.848348], [-2.246168, 0.178371, 1.546695], [-2.108988, 1.924426, -0.228896], [0.561013, 2.231000, -0.565113], [-1.350002, -2.373302, 0.441960], [-1.028918, 1.103605, 0.768375], [2.205703, -2.302232, 0.811479], [3.776067, 0.155148, -0.282639], [3.386925, 2.495758, -0.837153], [1.197260, -1.660485, 1.633655], [0.279262, -2.060491, -0.759259], [-2.149484, -0.666411, -1.334397], [-2.758756, 0.948701, 1.659151], [-1.750166, -1.954203, -2.249687], [-1.561770, 2.547944, -0.593226], [-1.777742, -1.855238, 1.014791]],
  "forces_ev_per_a": [[-0.8, 0.2, 0.7], [1.8, 0.5, -1.1], [0.9, 2.4, -1.0], [-1.3, 1.9, 1.7], [-0.8, 0.0, -1.5], [0.8, -0.5, -0.6], [3.5, -4.0, -2.0], [0.5, 0.2, 0.0], [1.8, -0.5, -1.8], [-1.0, -3.6, 2.1], [-0.2, -0.7, 0.2], [2.9, -3.3, -3.7], [-0.8, -1.4, 0.8], [-0.8, 0.6, 1.3], [-0.8, -1.1, 0.3], [-0.2, -0.2, -0.2], [0.5, -1.1, -0.6], [-0.4, -0.5, -0.3], [-3.7, 2.4, 1.3], [-2.1, 1.1, 1.0], [0.8, 1.5, 1.7], [2.1, 2.8, -1.8], [-2.7, 3.3, 3.6]]
}

=====

{
  "formula": "C13H26N2O3OsPS2SeSi",
  "method": "ωB97M-V/def2-TZVPD",
  "energy_ha": -4765.5126,
  "s_squared": 0.766,
  "multiplicity": 2,
  "lumo_energy_ha": [-0.0417, -0.0449],
  "charge": 0,
  "symbols": ["Os", "C", "C", "O", "P", "S", "S", "O", "C", "C", "H", "H", "H", "H", "H", "H", "H", "H", "H", "H", "C", "N", "C", "C", "O", "H", "H", "H", "H", "H", "H", "H", "Se", "C", "N", "C", "Si", "C", "C", "C", "C", "H", "H", "H", "H", "H", "H", "H", "H", "H"],
  "coordinates": [[-0.411112, 0.365680, -0.079492], [-2.906912, -4.449920, 3.867608], [-2.744412, -3.568120, 2.644408], [-1.838712, -2.507120, 2.973208], [-1.599912, -1.312020, 1.931108], [-0.146212, -0.160420, 2.695708], [-1.367612, -2.037920, 0.068208], [-2.995312, -0.492720, 1.871208], [-3.417812, 0.385580, 2.916808], [-3.930712, -0.363520, 4.132708], [-3.602912, -5.256820, 3.652708], [-3.294112, -3.872320, 4.702908], [-1.945112, -4.867620, 4.151808], [-3.707212, -3.142220, 2.341108], [-2.329912, -4.134520, 1.803108], [-4.206112, 0.989380, 2.459008], [-2.581412, 1.035680, 3.203708], [-4.712512, -1.065920, 3.848108], [-4.340412, 0.349480, 4.843108], [-3.114912, -0.904920, 4.607308], [-1.699112, 2.346380, -5.062092], [-1.386312, 1.289680, -4.134692], [-0.177212, 0.546880, -4.404492], [-2.013212, 1.154480, -2.975192], [-1.716412, 0.338580, -2.101392], [-1.675412, 1.958280, -6.082192], [-0.965112, 3.150780, -4.964592], [-2.689512, 2.749980, -4.861592], [-0.251312, 0.049580, -5.373892], [-0.034412, -0.196920, -3.620792], [0.677488, 1.225480, -4.408592], [-2.877612, 1.824080, -2.851292], [-1.536712, 2.635180, 0.401008], [-0.743612, 3.264580, -1.090892], [-0.309612, 3.666480, -2.080692], [5.346088, 1.535180, -1.849292], [4.607188, 0.665080, -0.320092], [5.338088, 1.428980, 1.266008], [4.958188, -1.211920, -0.342692], [2.759788, 0.790480, -0.456092], [1.544188, 0.695080, -0.570292], [6.428388, 1.448980, -1.868592], [5.097588, 2.592080, -1.851192], [4.957288, 1.104680, -2.766792], [6.414388, 1.272680, 1.288608], [4.915888, 0.980680, 2.160108], [5.158488, 2.498080, 1.323608], [6.023188, -1.424520, -0.338092], [4.525588, -1.676220, -1.223492], [4.517088, -1.692520, 0.525308]],
  "forces_ev_per_a": [[-0.8, -0.6, 0.3], [0.1, 0.3, -0.2], [-0.3, -0.4, 0.0], [0.2, 0.4, -0.2], [0.0, 0.0, 0.8], [-0.3, 0.0, -2.1], [0.7, 1.5, 0.1], [0.6, -0.6, -0.4], [-0.2, 0.4, 0.4], [0.1, 0.0, -0.3], [0.0, -0.1, 0.0], [0.0, 0.1, 0.1], [0.1, -0.1, 0.1], [0.1, 0.0, 0.0], [-0.1, 0.1, 0.1], [0.1, 0.0, 0.1], [-0.1, -0.1, -0.1], [-0.1, 0.0, 0.0], [-0.1, 0.1, 0.1], [0.0, -0.1, 0.1], [-0.1, 0.3, -0.2], [0.0, -0.2, 0.3], [0.3, -0.3, 0.1], [-0.2, 0.6, -0.4], [0.9, -0.4, 1.1], [0.0, 0.0, 0.1], [0.0, 0.0, 0.0], [0.0, 0.0, 0.0], [0.0, 0.0, 0.0], [0.0, 0.1, -0.1], [0.0, 0.0, 0.0], [0.1, -0.1, 0.0], [0.9, -1.3, 0.5], [-0.2, 0.6, -0.8], [0.2, 0.0, -0.3], [-0.2, -0.4, 0.6], [0.2, -0.2, -0.3], [-0.5, -0.2, -0.6], [-0.1, 0.7, 0.0], [0.3, 0.0, -0.2], [-1.8, -0.1, 1.5], [0.2, 0.0, 0.0], [-0.1, 0.2, 0.1], [-0.1, -0.1, -0.1], [0.1, -0.1, -0.1], [-0.1, -0.1, 0.1], [-0.1, 0.2, -0.1], [0.2, 0.0, 0.0], [-0.1, 0.0, -0.2], [-0.1, 0.0, 0.2]]
}

=====

{
  "formula": "C6H12O",
  "method": "ωB97M-V/def2-TZVPD",
  "energy_ha": -310.9382,
  "lumo_energy_ha": [0.0360, 0.0360],
  "charge": 0,
  "symbols": ["C", "C", "C", "O", "C", "C", "C", "H", "H", "H", "H", "H", "H", "H", "H", "H", "H", "H", "H"],
  "coordinates": [[-0.124031, -2.452722, -0.800900], [-0.217313, -0.970236, -0.641744], [-0.511080, 0.001390, -1.722426], [-0.305373, -0.554662, 0.617795], [0.053191, 0.684457, 0.931766], [1.194209, 1.312904, 0.221804], [-0.513151, 1.217559, 2.207514], [-0.715256, -2.972779, -0.032435], [0.910790, -2.818379, -0.700769], [-0.475030, -2.752348, -1.796502], [0.326510, 0.586092, -2.146037], [-1.217599, 0.751779, -1.312185], [-0.982750, -0.515721, -2.565704], [0.980989, 1.917900, -0.678677], [1.736482, 1.960239, 0.922892], [1.877501, 0.519474, -0.133307], [-1.131453, 0.458881, 2.699525], [-1.160820, 2.088046, 2.021379], [0.274186, 1.538127, 2.908012]],
  "forces_ev_per_a": [[0.0, 0.1, -0.1], [0.2, -0.3, -0.8], [-0.2, 0.1, -0.2], [-0.2, -0.5, 0.5], [0.1, 0.9, 0.2], [0.3, 0.0, 0.0], [0.0, 0.0, 0.0], [0.1, 0.1, -0.2], [-0.2, 0.0, 0.0], [0.0, 0.0, 0.2], [-0.1, -0.2, 0.2], [0.2, -0.2, -0.1], [0.0, 0.0, 0.1], [-0.1, -0.1, 0.3], [-0.1, -0.1, -0.1], [-0.1, 0.1, 0.1], [0.1, 0.1, -0.1], [0.1, -0.1, 0.1], [-0.1, 0.0, -0.2]]
}

=====

Number 1: F_max 5.732 eV/Å. Number 2: F_max 2.335 eV/Å. Number 3: F_max 0.974 eV/Å.